(1)
{"formula": "C58H141N7O12", "method": "the ωB97M-V functional and the def2-TZVPD basis", "species": ["O", "O", "O", "O", "O", "O", "O", "O", "O", "O", "O", "O", "N", "N", "N", "N", "N", "N", "N", "C", "C", "C", "C", "C", "C", "C", "C", "C", "C", "C", "C", "C", "C", "C", "C", "C", "C", "C", "C", "C", "C", "C", "C", "C", "C", "C", "C", "C", "C", "C", "C", "C", "C", "C", "C", "C", "C", "C", "C", "C", "C", "C", "C", "C", "C", "C", "C", "C", "C", "C", "C", "C", "C", "C", "C", "C", "C", "H", "H", "H", "H", "H", "H", "H", "H", "H", "H", "H", "H", "H", "H", "H", "H", "H", "H", "H", "H", "H", "H", "H", "H", "H", "H", "H", "H", "H", "H", "H", "H", "H", "H", "H", "H", "H", "H", "H", "H", "H", "H", "H", "H", "H", "H", "H", "H", "H", "H", "H", "H", "H", "H", "H", "H", "H", "H", "H", "H", "H", "H", "H", "H", "H", "H", "H", "H", "H", "H", "H", "H", "H", "H", "H", "H", "H", "H", "H", "H", "H", "H", "H", "H", "H", "H", "H", "H", "H", "H", "H", "H", "H", "H", "H", "H", "H", "H", "H", "H", "H", "H", "H", "H", "H", "H", "H", "H", "H", "H", "H", "H", "H", "H", "H", "H", "H", "H", "H", "H", "H", "H", "H", "H", "H", "H", "H", "H", "H", "H", "H", "H", "H", "H", "H", "H", "H", "H", "H", "H", "H"], "coordinates": [[19.343, 14.776, 19.736], [14.337, 22.420, 10.381], [10.711, 13.705, 13.591], [18.344, 20.714, 17.556], [17.370, 14.738, 11.876], [14.061, 21.832, 16.423], [10.062, 10.638, 17.627], [14.885, 8.366, 16.496], [10.053, 15.615, 18.306], [11.151, 17.773, 19.334], [16.810, 18.421, 18.326], [14.154, 14.289, 16.364], [18.270, 14.087, 12.747], [11.699, 22.897, 17.861], [14.032, 17.582, 18.184], [15.339, 21.579, 10.847], [11.421, 13.920, 16.617], [13.643, 13.013, 11.359], [10.864, 17.806, 20.745], [11.686, 21.592, 17.259], [17.131, 23.177, 10.274], [19.433, 16.217, 13.370], [13.974, 20.838, 12.751], [17.752, 20.646, 12.171], [13.207, 18.029, 21.684], [19.798, 14.261, 14.620], [15.684, 9.376, 16.021], [16.649, 21.779, 10.165], [15.573, 22.597, 13.143], [10.972, 20.287, 21.067], [17.703, 13.355, 18.723], [20.233, 13.216, 18.390], [16.703, 12.172, 13.532], [19.271, 20.530, 16.522], [18.026, 12.582, 12.846], [18.096, 12.000, 11.363], [14.726, 13.072, 16.616], [8.868, 19.108, 20.192], [10.060, 11.880, 17.099], [8.878, 16.126, 17.763], [11.962, 12.775, 18.682], [19.057, 14.125, 18.549], [14.414, 17.401, 15.769], [17.087, 18.253, 19.662], [15.389, 21.348, 16.599], [8.816, 10.007, 17.542], [11.911, 17.241, 21.640], [9.476, 18.825, 22.538], [9.392, 16.985, 16.615], [11.291, 17.075, 23.096], [16.471, 8.844, 14.816], [19.249, 11.995, 13.567], [18.655, 18.140, 19.707], [13.933, 16.700, 17.015], [13.469, 14.878, 13.035], [19.486, 12.776, 14.940], [10.521, 18.360, 23.562], [15.315, 21.342, 12.294], [12.181, 15.753, 21.114], [16.600, 19.448, 20.450], [18.682, 14.920, 13.866], [17.529, 15.330, 14.788], [12.901, 13.541, 12.508], [16.628, 9.829, 17.116], [9.323, 13.660, 13.549], [16.416, 21.458, 8.688], [13.059, 20.987, 17.071], [11.449, 12.623, 17.218], [11.052, 21.899, 15.922], [19.350, 21.927, 15.837], [10.115, 19.022, 21.120], [18.885, 19.463, 15.513], [11.342, 13.566, 12.313], [7.975, 15.010, 17.268], [14.649, 15.351, 17.233], [16.336, 20.280, 12.701], [17.713, 20.768, 10.630], [19.990, 16.695, 14.177], [19.005, 12.275, 10.829], [15.536, 21.166, 17.663], [8.528, 17.430, 16.120], [15.550, 20.433, 16.029], [17.023, 7.962, 15.139], [16.443, 23.885, 9.812], [16.411, 20.306, 13.788], [17.376, 21.446, 8.172], [19.009, 11.006, 13.959], [8.057, 10.630, 18.015], [11.147, 14.359, 11.591], [18.114, 23.351, 9.837], [14.669, 12.754, 17.657], [7.658, 14.458, 18.153], [9.733, 11.755, 16.067], [19.253, 19.029, 19.904], [14.307, 12.376, 15.888], [14.635, 13.144, 11.497], [15.731, 15.418, 17.118], [16.802, 13.937, 18.920], [17.474, 12.816, 17.805], [18.521, 22.173, 15.173], [15.872, 18.295, 18.167], [13.049, 19.966, 16.691], [11.703, 20.230, 20.261], [14.486, 14.727, 13.397], [11.201, 19.169, 23.827], [11.006, 20.945, 17.813], [12.050, 16.787, 23.824], [19.272, 19.699, 14.522], [17.808, 12.619, 19.520], [8.448, 14.264, 16.629], [12.740, 13.531, 18.781], [19.833, 14.721, 15.607], [15.702, 8.664, 14.066], [16.615, 15.679, 14.309], [10.019, 17.826, 16.911], [7.051, 15.340, 16.793], [11.088, 12.595, 11.887], [12.351, 14.309, 16.552], [13.724, 18.308, 20.766], [20.028, 12.327, 17.794], [17.189, 23.457, 11.326], [13.038, 15.405, 21.691], [20.098, 21.904, 15.044], [12.240, 12.117, 16.665], [19.351, 18.516, 15.784], [8.227, 18.227, 20.225], [15.528, 19.592, 20.310], [11.337, 15.083, 21.279], [8.849, 9.108, 18.159], [13.869, 18.335, 15.635], [14.363, 16.726, 14.914], [18.671, 16.812, 12.867], [16.635, 17.323, 20.006], [16.271, 11.185, 13.367], [10.329, 21.152, 20.904], [10.376, 15.097, 17.565], [17.069, 9.635, 14.363], [16.574, 22.999, 13.296], [15.793, 13.177, 16.419], [18.448, 19.834, 12.382], [16.068, 22.103, 16.201], [13.664, 17.154, 19.022], [13.083, 12.773, 13.259], [12.864, 16.519, 16.906], [15.923, 12.898, 13.301], [14.586, 23.281, 10.724], [10.607, 17.044, 19.029], [19.021, 14.888, 17.770], [14.000, 8.728, 16.410], [15.841, 22.297, 8.298], [17.336, 10.601, 16.816], [14.974, 10.129, 15.679], [15.834, 20.544, 8.572], [10.062, 18.100, 24.516], [12.261, 11.822, 19.117], [13.684, 19.922, 12.235], [8.607, 18.167, 22.559], [13.965, 20.536, 13.798], [9.184, 19.811, 22.899], [9.156, 13.308, 14.567], [14.636, 15.062, 18.284], [13.502, 15.605, 12.223], [11.604, 22.557, 15.250], [8.260, 19.903, 20.624], [11.539, 20.462, 21.981], [20.494, 12.677, 19.301], [14.001, 17.580, 22.281], [16.769, 12.161, 14.620], [8.525, 9.712, 16.534], [19.580, 22.771, 16.487], [12.351, 15.761, 20.038], [18.610, 12.743, 15.587], [17.178, 12.246, 10.829], [16.136, 19.256, 12.385], [20.185, 15.861, 12.666], [17.154, 8.995, 17.580], [20.339, 12.452, 15.536], [18.075, 10.913, 11.446], [17.981, 19.843, 17.734], [10.836, 23.387, 17.676], [15.062, 23.460, 12.716], [20.204, 11.789, 13.084], [16.018, 10.247, 17.917], [13.408, 18.367, 18.066], [10.969, 20.950, 15.392], [17.221, 14.484, 15.403], [20.758, 14.483, 14.153], [10.604, 16.229, 23.092], [18.674, 20.976, 10.160], [20.248, 20.379, 16.981], [9.091, 19.353, 19.154], [9.253, 12.486, 17.511], [13.294, 20.712, 18.099], [17.160, 20.350, 20.206], [18.829, 17.458, 20.539], [8.838, 14.628, 13.420], [21.153, 13.752, 18.156], [10.094, 22.399, 16.061], [13.193, 21.589, 12.634], [9.944, 16.395, 15.884], [8.335, 16.759, 18.465], [12.409, 23.456, 17.411], [17.872, 16.075, 15.506], [19.160, 17.687, 18.854], [17.507, 19.727, 10.379], [16.771, 19.239, 21.506], [17.803, 19.338, 15.451], [11.072, 13.932, 15.669], [13.076, 18.896, 22.331], [18.040, 21.537, 12.729], [15.190, 22.439, 14.151], [8.954, 12.924, 12.835], [12.961, 15.241, 13.928], [11.112, 13.028, 19.316], [19.729, 14.114, 20.315], [15.476, 17.595, 15.918], [17.770, 14.776, 11.004], [13.300, 13.608, 10.618]], "smiles": "CC1(C)CCCC(C)(C)N1O.CC1(C)CCCC(C)(C)N1O.CC1(C)CCCC(C)(C)N1O.COC[C@H](C)N.COC[C@H](C)N.COC[C@H](C)N.COC[C@H](C)N.CC(C)O.CC(C)O.CC(C)O.CC(C)O.CC(C)O", "orbital_gap_ha": 0.309, "energy_ha": -3580.30024}

(2)
{"formula": "C58H31F24GeN3O5PSTl", "method": "the ωB97M-V functional and the def2-TZVPD basis", "species": ["Tl", "Ge", "S", "P", "F", "F", "F", "F", "F", "F", "F", "F", "F", "F", "F", "F", "F", "F", "F", "F", "F", "F", "F", "F", "F", "F", "F", "F", "O", "O", "O", "O", "O", "N", "N", "N", "C", "C", "C", "C", "C", "C", "C", "C", "C", "C", "C", "C", "C", "C", "C", "C", "C", "C", "C", "C", "C", "C", "C", "C", "C", "C", "C", "C", "C", "C", "C", "C", "C", "C", "C", "C", "C", "C", "C", "C", "C", "C", "C", "C", "C", "C", "C", "C", "C", "C", "C", "C", "C", "C", "C", "C", "C", "C", "H", "H", "H", "H", "H", "H", "H", "H", "H", "H", "H", "H", "H", "H", "H", "H", "H", "H", "H", "H", "H", "H", "H", "H", "H", "H", "H", "H", "H", "H", "H"], "coordinates": [[0.586, -0.059, -0.814], [2.548, 0.725, -3.999], [2.974, 1.406, -2.037], [-2.646, -0.738, 0.534], [-0.803, -4.308, -5.019], [2.391, -1.956, -2.543], [8.534, -0.420, -5.251], [-2.808, -7.440, -0.193], [-4.503, 0.939, 6.838], [6.807, -2.516, -5.066], [-4.822, -6.969, -0.801], [0.897, -4.142, -2.895], [-7.809, 2.473, -2.498], [7.588, 2.125, -5.056], [-2.467, 1.645, 6.755], [-8.698, 0.518, -2.243], [1.714, 5.061, -8.281], [1.011, 5.550, -5.702], [2.722, 2.630, -8.972], [1.324, 3.675, -3.839], [-3.210, -6.861, -2.237], [4.990, 2.575, -4.670], [0.443, -0.025, -6.394], [3.015, 0.720, -7.130], [-2.876, -0.398, 7.329], [-8.745, 1.941, -0.623], [-0.984, -2.230, -6.761], [4.211, -2.100, -4.678], [1.838, 0.622, 1.930], [-0.334, -1.975, 1.181], [-1.409, -0.566, -3.426], [-0.049, -3.622, 2.695], [-0.034, 1.201, -3.492], [-0.525, 1.836, 1.190], [-1.609, 3.407, -2.567], [2.435, -2.245, 0.799], [-6.662, 0.927, -1.108], [3.994, -3.801, -0.212], [4.995, -1.007, -4.757], [0.816, -3.130, -3.768], [7.224, -0.200, -5.052], [6.738, 1.090, -4.954], [-0.223, 1.695, 2.479], [-2.365, -1.306, 3.314], [5.201, -3.991, -0.924], [2.167, 2.099, -5.399], [-1.766, 3.416, 3.099], [5.384, 1.290, -4.753], [6.344, -1.259, -4.955], [3.121, -4.862, 0.136], [-0.129, -2.163, -5.728], [-3.638, -4.759, 0.706], [4.462, 0.262, -4.643], [-2.794, -4.245, -1.490], [1.533, -0.913, -4.476], [-2.941, -2.514, 0.182], [-2.336, 1.549, -3.988], [-3.166, 0.164, 5.042], [-2.013, 3.031, -3.931], [-1.160, 0.641, -3.612], [-3.652, 0.637, 2.743], [-3.251, 0.574, 6.477], [-3.451, -3.442, 1.086], [1.575, -1.988, -3.608], [-7.961, 1.466, -1.621], [3.616, -2.496, 0.162], [-4.285, -0.113, -0.093], [1.670, 3.354, -5.088], [-1.428, 2.747, 0.843], [0.648, -1.035, -5.529], [-6.695, -0.168, -0.245], [0.295, -2.915, 1.732], [-2.959, -0.508, 2.335], [1.864, 4.107, -7.351], [1.506, 4.349, -6.040], [-5.455, 1.499, -1.467], [-0.047, -3.216, -4.842], [2.375, 2.871, -7.698], [1.640, -3.243, 1.090], [5.603, -1.616, -0.874], [-3.757, 0.973, 4.079], [5.989, -2.922, -1.248], [0.765, 0.618, 2.838], [-3.529, -6.591, -0.961], [-2.474, -0.974, 4.658], [-5.515, -0.680, 0.253], [-2.606, -2.926, -1.105], [-0.826, 2.470, 3.466], [1.961, -4.593, 0.792], [-2.076, 3.565, 1.756], [-3.312, -5.158, -0.585], [-4.271, 0.975, -0.956], [2.514, 1.899, -6.723], [4.445, -1.404, -0.181], [-4.292, 1.868, 4.373], [6.901, -3.070, -1.814], [2.073, -0.300, 1.689], [4.113, -0.404, 0.068], [-3.693, -3.145, 2.098], [-1.230, 3.258, -4.667], [-5.544, -1.535, 0.917], [-2.522, -4.555, -2.490], [-2.663, 1.260, -4.992], [-0.759, 2.874, -2.383], [-1.781, -2.175, 3.038], [1.118, 0.791, 3.863], [-3.162, 1.306, -3.313], [3.383, -5.876, -0.144], [-2.002, -1.604, 5.400], [-1.320, 4.380, -2.557], [1.262, -5.363, 1.084], [-2.178, -2.229, -1.820], [-3.329, 1.427, -1.251], [-2.904, 3.604, -4.206], [5.474, -4.994, -1.230], [-7.644, -0.613, 0.026], [-4.107, 1.288, 2.007], [-2.250, 4.027, 3.851], [-2.804, 4.289, 1.418], [-5.425, 2.341, -2.145], [0.231, -0.337, 2.817], [6.216, -0.772, -1.164], [-4.028, -5.480, 1.414], [-1.656, 2.812, -0.217], [-0.559, 2.322, 4.504]], "orbital_gap_ha": 0.248, "energy_ha": -8155.31052, "total_charge": -2}

(3)
{"formula": "C58H38Cl4N4OPbS", "method": "the ωB97M-V functional and the def2-TZVPD basis", "species": ["Pb", "Cl", "Cl", "Cl", "Cl", "S", "O", "N", "N", "N", "N", "C", "C", "C", "C", "C", "C", "C", "C", "C", "C", "C", "C", "C", "C", "C", "C", "C", "C", "C", "C", "C", "C", "C", "C", "C", "C", "C", "C", "C", "C", "C", "C", "C", "C", "C", "C", "C", "C", "C", "C", "C", "C", "C", "C", "C", "C", "C", "C", "C", "C", "C", "C", "C", "C", "C", "C", "C", "C", "H", "H", "H", "H", "H", "H", "H", "H", "H", "H", "H", "H", "H", "H", "H", "H", "H", "H", "H", "H", "H", "H", "H", "H", "H", "H", "H", "H", "H", "H", "H", "H", "H", "H", "H", "H", "H", "H"], "coordinates": [[0.348, 0.023, 0.589], [-8.854, 0.681, -2.057], [8.640, 0.303, 5.090], [1.792, 9.396, -1.675], [-1.601, -8.237, 4.621], [-0.771, -0.895, -3.432], [-0.090, -0.110, -2.401], [1.512, 1.868, 1.585], [0.774, -0.572, 3.021], [-1.020, 1.913, 0.324], [-1.770, -0.657, 1.766], [-0.366, 0.046, -5.024], [1.859, 7.365, -0.005], [-0.862, -3.542, -3.042], [2.690, 1.635, 2.224], [6.902, 0.326, 2.910], [0.665, 3.707, 0.063], [-3.588, -1.787, 0.802], [-1.114, -5.623, 5.223], [-5.718, 0.177, 0.393], [3.041, 3.498, 0.991], [-1.815, 4.025, -0.281], [0.772, 6.893, -2.098], [7.103, 0.269, 4.294], [-3.000, -2.631, 1.704], [1.495, 7.788, -1.250], [1.656, 1.333, -4.185], [3.072, 0.448, 2.908], [-2.265, -4.568, -1.392], [1.634, 6.033, 0.489], [-6.979, 0.105, -0.173], [-1.294, -4.527, -4.050], [-6.218, 1.368, -2.061], [0.514, 5.617, -1.605], [-4.654, 0.777, -0.271], [-2.247, -5.427, -3.630], [-0.637, 3.214, 0.038], [-1.146, -4.885, 2.543], [-2.890, 3.146, -0.189], [-3.248, 0.644, 0.256], [-1.280, -6.565, 4.224], [-0.986, -4.291, 4.868], [1.064, 0.556, -5.206], [2.961, 0.842, -6.581], [2.972, 1.756, -4.361], [-7.271, 0.728, -1.408], [-1.228, -3.687, -1.710], [-1.869, -1.905, 2.300], [6.020, 0.411, 5.208], [1.247, -2.339, 4.435], [-1.056, -3.869, 3.560], [2.360, -1.492, 4.381], [2.127, -0.501, 3.379], [0.996, 5.106, -0.385], [4.430, 0.453, 3.358], [-4.902, 1.422, -1.472], [0.121, -2.478, -3.395], [5.524, 0.419, 2.464], [-2.862, -0.556, 0.851], [3.577, 1.653, -5.599], [3.673, 2.606, 1.825], [-1.270, -6.229, 2.834], [1.710, 3.059, 0.816], [1.685, 0.346, -6.439], [0.306, -1.767, 3.531], [4.728, 0.547, 4.683], [-2.848, -5.364, -2.355], [-0.854, -2.503, 3.139], [-2.417, 1.837, 0.171], [-1.232, -4.576, 1.555], [-3.734, -6.026, -2.126], [7.730, 0.292, 2.230], [3.405, 2.419, -3.611], [5.190, 0.498, 1.455], [1.917, 5.792, 1.485], [3.404, 4.426, 0.508], [-0.899, -2.950, -0.976], [-1.071, -3.572, 5.653], [-1.083, 0.875, -4.903], [0.909, -2.470, -2.579], [-1.819, 5.064, -0.583], [-0.151, 4.957, -2.189], [4.699, 2.625, 2.063], [4.526, 2.154, -5.837], [3.325, -1.529, 4.904], [2.523, 8.025, 0.594], [-1.078, -4.460, -5.093], [3.974, 0.820, 5.375], [3.517, 0.634, -7.471], [-6.456, 1.920, -3.005], [-4.031, 1.945, -1.876], [6.241, 0.511, 6.257], [-7.757, -0.455, 0.265], [-3.308, -3.637, 1.931], [-0.891, -5.983, 6.261], [-1.393, -6.987, 2.065], [-4.359, -2.008, 0.050], [0.515, -2.700, -4.416], [-3.872, 3.384, -0.494], [0.403, 7.246, -3.017], [-2.464, -6.322, -4.179], [1.131, -0.210, -7.193], [-0.736, -0.593, -5.864], [-5.671, -0.135, 1.416], [-2.635, -4.675, -0.405], [1.011, 1.622, -3.370], [1.246, -3.248, 4.986]], "orbital_gap_ha": [0.188, 0.190], "energy_ha": -4958.95576}